The following is a DFT calculation (wB97M-V/def2-TZVPD) of a 4-piece molecular cluster, CH11N3O3 overall in a non-equilibrium geometry.

Structure (XYZ):
```
18
CH11N3O3, DFT wB97M-V/def2-TZVPD
N -1.00 0.10 -0.23
C -0.16 0.99 0.23
N 0.23 1.05 1.53
N 0.37 1.93 -0.61
H -1.62 -0.21 0.51
H 0.85 1.78 1.82
H 0.21 0.20 2.07
H 0.10 1.82 -1.57
H 1.32 2.21 -0.43
O 0.85 -1.29 2.28
H 0.69 -1.79 1.45
H 0.68 -1.92 3.00
O -1.21 0.89 -2.91
H -0.93 0.19 -3.51
H -1.37 0.47 -2.03
O 0.28 -2.37 -0.22
H 0.91 -2.52 -0.94
H -0.22 -1.55 -0.44
```

Properties
SMILES string	N=C(N)N.O.O.O
net charge	0
relative energy (zero: lowest compared OMol25 entry of this formula, charge and spin)	0.00	kcal per mole
total energy	-11829.354	eV
orbital gap	9.95	eV
maximum force	1.54	eV/Å

The following is a DFT calculation (wB97M-V/def2-TZVPD) of C9H20N2P as an isolated structure in a non-equilibrium geometry.

Structure (XYZ):
```
32
C9H20N2P, DFT wB97M-V/def2-TZVPD
C 0.29 -2.56 -0.16
C 0.92 0.63 -1.86
C 0.89 -1.56 -0.81
C -1.21 -2.53 -0.07
C 2.37 -1.79 -1.07
C -0.90 2.88 -0.19
C 0.31 -0.10 -0.73
C 0.64 0.55 0.65
C -0.94 2.31 1.21
N 1.60 1.67 -1.77
N 0.49 -0.35 1.76
P -2.13 1.01 1.63
H 0.66 -3.63 -0.01
H 0.88 0.19 -2.81
H -1.61 -3.12 -0.84
H -1.80 -1.58 -0.15
H -1.58 -3.15 0.83
H 2.78 -2.59 -0.49
H 2.96 -0.76 -0.97
H 2.38 -2.18 -2.07
H -0.05 2.81 -0.68
H -1.29 3.96 -0.25
H -1.61 2.42 -0.76
H -0.71 0.06 -0.88
H 1.46 1.22 0.42
H -0.38 2.90 1.82
H 2.04 2.08 -2.58
H 0.51 -1.40 1.35
H -0.76 -0.26 2.15
H 1.04 0.01 2.50
H -2.59 0.66 0.37
H -3.32 1.64 1.89
```

Properties
net charge	+1
relative energy (zero: lowest compared OMol25 entry of this formula, charge and spin)	148.09	kcal per mole
total energy	-21913.042	eV
orbital gap	8.47	eV
maximum force	5.71	eV/Å

The following is a DFT calculation (wB97M-V/def2-TZVPD) of one molecule with the formula C4H9NO2 in a non-equilibrium geometry.

Structure (XYZ):
```
16
C4H9NO2, DFT wB97M-V/def2-TZVPD
O -1.29 1.75 -2.21
C -0.24 1.38 -1.71
N -0.11 1.14 -0.39
C 1.01 0.38 0.18
C 0.63 -0.25 1.50
C -0.41 -1.38 1.36
O 0.19 -2.54 0.80
H 0.63 1.22 -2.37
H -0.98 1.16 0.12
H 1.42 -0.25 -0.61
H 1.82 1.09 0.41
H 0.30 0.51 2.16
H 1.50 -0.68 1.98
H -0.88 -1.61 2.32
H -1.14 -1.10 0.60
H 0.87 -2.92 1.37
```

Properties
SMILES string	O=CNCCCO
net charge	0
relative energy (zero: lowest compared OMol25 entry of this formula, charge and spin)	30.22	kcal per mole
total energy	-9878.750	eV
orbital gap	10.41	eV
maximum force	1.47	eV/Å

The following is a DFT calculation (wB97M-V/def2-TZVPD) of a 4-piece molecular cluster, C33H60IO9P overall in a non-equilibrium geometry.

Structure (XYZ):
```
104
C33H60IO9P, DFT wB97M-V/def2-TZVPD
C 1.59 -1.73 -3.71
C 0.69 -0.58 -4.34
C -0.84 -0.66 -3.89
I -1.14 -1.84 -2.07
O -1.49 0.63 -3.87
P -1.17 1.51 -2.52
O 0.19 1.34 -1.93
O -1.29 3.11 -3.00
O -2.42 1.28 -1.47
C -2.28 2.07 -0.27
C -1.58 1.27 0.91
O -1.68 2.10 2.06
C -1.79 1.34 3.27
C -0.35 0.99 3.84
O 0.41 2.20 4.13
C 1.59 2.16 3.37
C 1.60 2.47 1.93
C 2.85 2.40 1.16
C 4.14 2.06 1.75
C 5.52 2.00 1.01
C 5.37 1.64 -0.55
C 6.29 0.73 1.62
C 6.48 3.24 1.25
C 5.78 4.64 1.42
C 5.26 4.92 2.91
C 4.67 4.98 0.35
C 6.95 5.74 1.21
C 4.13 1.73 3.20
C 2.88 1.79 3.98
H 1.15 -2.75 -3.87
H 2.58 -1.72 -4.25
H 1.83 -1.53 -2.63
H 0.72 -0.71 -5.47
H 1.15 0.41 -4.09
H -1.35 -1.25 -4.70
H -0.42 3.51 -2.80
H -3.33 2.28 0.09
H -1.81 3.07 -0.46
H -2.13 0.29 1.01
H -0.51 1.06 0.60
H -2.30 1.91 4.11
H -2.41 0.41 3.14
H -0.45 0.30 4.72
H 0.20 0.45 3.02
H 0.65 2.77 1.44
H 2.82 2.67 0.08
H 5.43 0.52 -0.65
H 4.38 1.94 -0.97
H 6.24 2.04 -1.14
H 7.17 0.56 0.93
H 5.63 -0.18 1.66
H 6.73 0.95 2.63
H 7.05 3.04 2.20
H 7.25 3.32 0.43
H 5.49 5.97 3.25
H 5.66 4.14 3.62
H 4.14 4.81 2.90
H 3.76 5.42 0.85
H 5.01 5.79 -0.37
H 4.33 4.12 -0.27
H 7.64 5.47 0.37
H 7.47 5.81 2.20
H 6.42 6.72 1.07
H 5.03 1.45 3.78
H 2.87 1.56 5.07
C -6.91 0.78 3.85
C -6.61 0.61 2.37
C -5.12 0.35 2.38
O -4.82 -0.32 3.61
C -5.96 -0.24 4.47
H -7.95 0.60 4.11
H -6.64 1.79 4.17
H -7.15 -0.26 1.98
H -6.89 1.48 1.77
H -4.55 1.28 2.35
H -4.80 -0.27 1.54
H -6.42 -1.23 4.52
H -5.65 0.05 5.48
C -5.32 -3.59 -5.62
C -4.65 -4.91 -5.93
C -3.24 -4.49 -6.27
O -2.96 -3.31 -5.50
C -4.19 -2.83 -4.93
H -6.21 -3.67 -5.00
H -5.59 -3.08 -6.55
H -4.65 -5.55 -5.04
H -5.14 -5.47 -6.74
H -3.14 -4.23 -7.33
H -2.50 -5.26 -6.03
H -4.17 -3.04 -3.86
H -4.27 -1.75 -5.08
C -2.16 -6.88 0.68
C -0.86 -7.14 -0.06
C -0.73 -5.88 -0.90
O -1.35 -4.82 -0.16
C -2.09 -5.38 0.93
H -2.26 -7.46 1.60
H -3.01 -7.11 0.03
H -0.03 -7.20 0.66
H -0.87 -8.05 -0.65
H -1.25 -5.98 -1.85
H 0.31 -5.62 -1.10
H -1.55 -5.16 1.86
H -3.08 -4.92 0.98
```

Properties
SMILES string	CC[C@@H](I)O[P@@](=O)(O)OCCOCCOc1ccc(C(C)(C)CC(C)(C)C)cc1.C1CCOC1.C1CCOC1.C1CCOC1
net charge	0
total energy	-71009.161	eV
orbital gap	8.80	eV
maximum force	3.18	eV/Å

The following is a DFT calculation (wB97M-V/def2-TZVPD) of one molecule with the formula C7H8N2 in a non-equilibrium geometry.

Structure (XYZ):
```
17
C7H8N2, DFT wB97M-V/def2-TZVPD
C -2.84 -0.94 -0.53
C -1.80 -0.30 -0.13
C -0.92 0.84 -0.42
C -0.20 1.64 0.70
C 0.44 0.41 -0.07
C 0.42 -0.96 0.46
C 2.05 -1.14 0.28
N 2.50 -0.29 -0.63
N 1.47 0.52 -0.95
H -3.44 -1.87 -0.71
H -1.20 1.31 -1.48
H 0.02 2.61 0.79
H -0.83 1.15 1.48
H -0.23 -1.72 -0.15
H 0.11 -0.86 1.65
H 2.56 -1.90 0.73
H 1.89 1.52 -1.02
```

Properties
SMILES string	C#C[C@H]1C[C@@]12CC=NN2
net charge	0
relative energy (zero: lowest compared OMol25 entry of this formula, charge and spin)	155.20	kcal per mole
total energy	-10361.453	eV
orbital gap	9.17	eV
maximum force	8.32	eV/Å

The following is a DFT calculation (wB97M-V/def2-TZVPD) of C38H41HgN8S2Si as an isolated structure.

Structure (XYZ):
```
91
C38H41HgN8S2Si, DFT wB97M-V/def2-TZVPD
Hg -0.29 0.55 -0.69
C -0.46 -0.62 -2.52
Si 0.39 -2.24 -2.43
C 2.26 -2.04 -2.16
N 2.63 -1.07 -1.14
C 3.87 -0.37 -1.39
C 5.11 -1.25 -1.21
C 4.98 -2.09 0.08
C 3.87 -1.55 0.97
C 2.53 -1.57 0.24
C 0.32 -3.20 -4.07
C -0.31 -4.45 -4.19
C -0.36 -5.12 -5.41
C 0.21 -4.56 -6.54
C 0.83 -3.32 -6.45
C 0.88 -2.66 -5.23
C -0.40 -3.37 -1.15
C 0.25 -4.51 -0.67
C -0.34 -5.34 0.27
C -1.61 -5.04 0.75
C -2.27 -3.91 0.29
C -1.67 -3.09 -0.65
H -1.53 -0.72 -2.75
H -0.01 -0.01 -3.30
H 2.65 -1.69 -3.12
H 2.73 -3.03 -2.00
H 3.91 0.49 -0.72
H 3.84 0.05 -2.40
H 6.01 -0.62 -1.17
H 5.22 -1.90 -2.08
H 5.93 -2.13 0.62
H 4.73 -3.13 -0.18
H 4.11 -0.53 1.29
H 3.78 -2.14 1.89
H 1.79 -0.99 0.80
H 2.16 -2.60 0.21
H -0.76 -4.90 -3.32
H -0.86 -6.08 -5.47
H 0.16 -5.08 -7.49
H 1.28 -2.87 -7.33
H 1.36 -1.69 -5.19
H 1.24 -4.76 -1.04
H 0.19 -6.21 0.64
H -2.06 -5.66 1.52
H -3.25 -3.66 0.69
H -2.19 -2.19 -0.97
N -7.63 2.92 -1.01
C -6.52 2.59 -0.86
C -5.19 2.21 -0.69
C -4.10 2.98 -1.23
C -2.82 2.56 -1.04
N -2.46 1.44 -0.35
C -3.49 0.71 0.17
C -4.81 1.04 0.03
H -4.29 3.89 -1.78
H -2.00 3.15 -1.44
H -3.21 -0.18 0.72
H -5.56 0.40 0.48
N -0.60 -0.94 1.45
C -0.80 -1.65 2.35
C -1.04 -2.51 3.43
C -2.33 -3.02 3.66
N -3.39 -3.44 3.86
C 0.05 -2.97 4.20
N 0.94 -3.34 4.83
C -1.34 2.17 2.88
N 0.08 2.00 2.62
C 0.78 2.92 1.73
S 1.44 2.02 0.25
N 1.85 3.52 2.51
C 2.87 4.27 1.79
H -1.67 1.30 3.45
H -1.95 2.22 1.97
H -1.54 3.06 3.48
H 0.22 1.07 2.25
H 2.25 2.76 3.05
H 3.51 4.77 2.52
H 2.38 5.03 1.19
H 3.48 3.66 1.12
S -0.25 4.24 0.96
C -0.72 5.39 2.22
C -1.53 6.44 1.77
C -1.97 7.42 2.64
C -1.62 7.38 3.98
C -0.82 6.34 4.43
C -0.37 5.35 3.57
H -1.82 6.48 0.72
H -2.60 8.22 2.26
H -1.97 8.14 4.67
H -0.55 6.28 5.48
H 0.26 4.55 3.93
```

Properties
net charge	-2
spin multiplicity	2
<S²>	0.76
total energy	-85716.433	eV
orbital gap (alpha / beta)	4.25 / 7.24	eV
maximum force	0.31	eV/Å

The following is a DFT calculation (wB97M-V/def2-TZVPD) of one molecule with the formula C19H19N3O3S3.

Structure (XYZ):
```
47
C19H19N3O3S3, DFT wB97M-V/def2-TZVPD
C 0.78 -1.68 0.11
N 1.10 -1.37 -1.27
C 1.72 -0.23 -1.67
O 2.03 -0.05 -2.83
C 2.18 0.77 -0.62
S 0.98 1.42 0.59
C -0.46 1.51 -0.40
N -0.37 1.07 -1.64
C -1.45 1.04 -2.39
N -2.67 1.36 -2.02
C -2.78 1.82 -0.78
S -4.28 2.28 -0.05
C -3.45 2.67 1.42
C -2.10 2.49 1.38
C -1.21 2.82 2.49
C -1.42 2.28 3.76
C -0.59 2.61 4.81
C 0.47 3.49 4.61
C 0.68 4.04 3.35
C -0.16 3.71 2.30
C -1.69 1.97 0.11
C 0.64 -2.22 -2.36
C 1.76 -3.16 -2.85
C 1.92 -4.28 -1.85
S 0.19 -4.66 -1.41
O 0.05 -4.77 0.02
O -0.30 -5.76 -2.20
C -0.55 -3.09 -2.02
H -0.13 -1.18 0.44
H 0.65 -2.75 0.24
H 1.60 -1.36 0.76
H 2.97 0.33 0.00
H 2.59 1.62 -1.16
H -1.32 0.69 -3.41
H -4.02 3.06 2.24
H -2.24 1.59 3.91
H -0.76 2.18 5.78
H 1.12 3.74 5.43
H 1.49 4.73 3.20
H 0.00 4.15 1.33
H 0.40 -1.53 -3.18
H 2.68 -2.59 -2.99
H 1.47 -3.58 -3.81
H 2.44 -3.98 -0.94
H 2.37 -5.18 -2.26
H -1.12 -3.35 -2.90
H -1.20 -2.68 -1.25
```

Properties
SMILES string	CN(C(=O)CSc1ncnc2scc(-c3ccccc3)c12)[C@H]1CCS(=O)(=O)C1
net charge	0
relative energy (zero: lowest compared OMol25 entry of this formula, charge and spin)	13.88	kcal per mole
total energy	-63130.073	eV
orbital gap	8.76	eV
maximum force	0.80	eV/Å

The following is a DFT calculation (wB97M-V/def2-TZVPD) of C9H11O3 as an isolated structure in a non-equilibrium geometry.

Structure (XYZ):
```
23
C9H11O3, DFT wB97M-V/def2-TZVPD
C 3.58 1.66 1.84
C 0.28 -0.74 0.33
C 0.12 0.62 0.65
C 1.52 -1.33 0.69
C 1.16 1.39 1.16
C 2.56 -0.56 1.16
C 2.38 0.80 1.47
O -0.63 -1.41 -0.33
H -1.53 -0.82 -0.67
H -0.86 1.04 0.47
H 1.70 -2.39 0.59
H 1.08 2.43 1.46
H 3.47 -1.07 1.47
H 4.47 1.13 1.48
H 3.71 1.59 2.93
H 3.55 2.69 1.51
C -4.41 -0.90 -2.47
C -2.92 -0.56 -2.16
O -2.72 -0.34 -0.90
O -2.16 -0.41 -3.11
H -4.52 -1.48 -3.39
H -5.01 0.00 -2.61
H -4.82 -1.37 -1.57
```

Properties
net charge	-1
relative energy (zero: lowest compared OMol25 entry of this formula, charge and spin)	9.71	kcal per mole
total energy	-15655.879	eV
orbital gap	7.55	eV
maximum force	2.01	eV/Å